C3H5KMgO3 | ωB97M-V with the def2-TZVPD basis set

Structure (XYZ):
```
13
Properties=species:S:1:pos:R:3:mulliken_charge:R:1
H -2.439 0.135 1.938 0.540
O -0.362 -0.434 -1.351 -0.683
C 0.872 0.044 -0.871 -0.121
C 1.003 0.065 0.636 -0.773
O 0.171 1.096 1.249 -0.049
C -0.966 0.932 1.803 -0.259
O -1.558 -0.249 1.505 -0.348
K -0.643 -0.238 -4.176 1.040
Mg -1.649 -1.273 -0.266 1.164
H 1.057 1.066 -1.246 0.353
H 1.701 -0.592 -1.229 0.361
H 2.022 0.356 0.907 0.355
H 0.790 -0.908 1.101 0.420
```

Computed properties:
Highest occupied orbital energy = -16.689 eV
Lowest unoccupied orbital energy = -9.82 eV
Frontier orbital gap = 6.868 eV
Net charge = +2
2S+1 = 1
Molecular weight = 152.47 g/mol